ORCA calculation (ωB97M-V/def2-TZVPD) on a structure of composition C5H4N2.

Summary:
HOMO energy (alpha / beta)	-0.3332 / -0.3332	Ha
gap between HOMO and LUMO (alpha / beta)	7.35 / 7.35	eV
M	92.10	u
ΔE to the lowest compared entry with this formula, charge and spin	187.0	kcal/mol
LUMO (alpha / beta)	-0.06295 / -0.06306	Ha

Each line ends with the Löwdin charge.
Geometry (Å):
C 1.27936 0.58542 -0.35774  -0.202
C 1.46453 -0.57072 0.36654  0.026
C 0.15264 -0.62135 0.83681  -0.364
C -0.89014 -1.15229 -0.08004  -0.011
C -1.01109 -0.06447 -0.84302  -0.114
N -0.07644 1.01894 -0.49829  0.110
N -0.34565 0.50715 1.43909  0.177
H 2.00967 1.23933 -0.82609  0.086
H -1.36778 -2.11894 -0.13856  0.108
H -1.65928 0.12162 -1.69173  0.110
H 0.44417 1.05532 1.79305  0.075

Forces on the atoms, in the same order (eV/Å):
C 0.27 0.05 -0.02
C -0.09 0.09 -0.01
C -0.18 0.16 -0.02
C -0.02 0.09 -0.17
C -0.17 -0.27 0.06
N -0.04 -0.06 0.16
N 0.21 -0.06 -0.12
H -0.09 -0.09 0.05
H 0.07 0.16 0.00
H 0.11 -0.03 0.12
H -0.07 -0.04 -0.05